Entry 1:
Density functional theory data (wB97M-V/def2-TZVPD) for C20H49F6NNaNiO23S8 as an isolated structure.

HOMO (spin up / spin down), eV: -11.3 / -11.3
Total charge: +1
Multiplicity: 3
LUMO (spin up / spin down), eV: -3.5 / -4.7

Geometry (Å):
1 Na 6.06 -22.89 -0.04
2 Ni 4.96 -20.76 -3.50
3 C 8.26 -21.91 2.98
4 F 9.27 -21.25 3.50
5 F 7.44 -22.29 3.98
6 F 7.67 -21.02 2.27
7 S 8.98 -23.51 2.01
8 O 9.96 -22.95 1.02
9 O 9.46 -24.36 3.10
10 N 7.49 -24.19 1.35
11 S 7.88 -25.72 1.22
12 O 9.24 -26.04 0.87
13 O 7.35 -26.57 2.25
14 C 6.79 -26.44 -0.40
15 F 5.48 -26.25 -0.12
16 F 7.18 -25.77 -1.45
17 F 7.12 -27.68 -0.46
18 O 5.30 -22.46 -2.39
19 H 4.74 -23.22 -2.12
20 O 2.44 -20.30 5.94
21 S 3.02 -20.27 4.62
22 O 2.35 -21.09 3.51
23 O 3.25 -18.70 4.08
24 C 2.77 -17.65 4.88
25 C 3.77 -17.37 6.16
26 C 4.87 -20.82 4.60
27 H 1.82 -17.80 5.40
28 H 2.72 -16.84 4.16
29 H 3.48 -17.87 7.08
30 H 3.58 -16.37 6.55
31 H 4.86 -17.45 6.07
32 H 4.95 -21.79 5.08
33 H 5.43 -20.09 5.19
34 H 5.17 -20.93 3.56
35 O 8.23 -20.83 -0.32
36 S 8.15 -20.13 -1.62
37 O 6.83 -20.05 -2.27
38 O 8.72 -18.60 -1.54
39 C 8.38 -17.70 -2.57
40 C 8.15 -16.28 -1.91
41 C 9.40 -21.10 -2.60
42 H 7.56 -17.96 -3.24
43 H 9.24 -17.71 -3.25
44 H 8.15 -15.53 -2.71
45 H 8.98 -16.01 -1.26
46 H 7.22 -16.19 -1.35
47 H 9.39 -20.62 -3.59
48 H 9.17 -22.16 -2.69
49 H 10.36 -21.01 -2.11
50 O 1.21 -23.32 -4.70
51 S 2.15 -22.74 -3.73
52 O 3.18 -21.84 -4.10
53 O 1.31 -22.11 -2.41
54 C -0.02 -22.44 -2.19
55 C -0.34 -22.07 -0.72
56 C 2.79 -24.32 -2.72
57 H -0.24 -23.51 -2.30
58 H -0.71 -21.95 -2.88
59 H 0.44 -22.54 -0.12
60 H -1.18 -22.66 -0.38
61 H -0.44 -21.00 -0.52
62 H 1.85 -24.85 -2.59
63 H 3.19 -23.86 -1.82
64 H 3.37 -24.92 -3.43
65 O 3.91 -23.67 0.50
66 S 3.20 -24.22 1.60
67 O 1.93 -23.63 2.07
68 O 2.97 -25.79 1.18
69 C 1.85 -26.14 0.45
70 C 1.26 -27.44 0.97
71 C 4.40 -24.32 3.01
72 H 2.15 -26.22 -0.59
73 H 1.15 -25.31 0.50
74 H 0.23 -27.58 0.63
75 H 1.06 -27.32 2.03
76 H 1.90 -28.30 0.81
77 H 4.44 -23.26 3.27
78 H 5.37 -24.54 2.57
79 H 4.01 -24.87 3.87
80 O 8.25 -21.86 -6.35
81 S 7.01 -22.46 -5.76
82 O 6.09 -21.70 -4.94
83 O 6.19 -23.24 -6.96
84 C 5.02 -24.00 -6.60
85 C 4.33 -24.42 -7.89
86 C 7.53 -23.93 -4.83
87 H 4.23 -23.55 -6.00
88 H 5.28 -24.92 -6.07
89 H 4.88 -25.08 -8.57
90 H 4.04 -23.64 -8.59
91 H 3.35 -24.86 -7.68
92 H 8.46 -23.55 -4.40
93 H 7.74 -24.69 -5.57
94 H 6.70 -24.11 -4.14
95 O 4.19 -20.02 -1.60
96 S 4.32 -19.93 -0.18
97 O 4.96 -20.96 0.61
98 O 4.88 -18.38 0.17
99 C 5.28 -18.09 1.49
100 C 6.31 -17.00 1.40
101 C 2.52 -19.72 0.35
102 H 5.80 -18.98 1.84
103 H 4.31 -17.82 1.90
104 H 6.60 -16.40 2.27
105 H 6.01 -16.29 0.63
106 H 7.31 -17.38 1.22
107 H 2.17 -18.80 -0.10
108 H 2.52 -19.71 1.44
109 H 2.07 -20.63 -0.04

Atom charges from the Löwdin analysis, given in e for atoms 1 to 2: 0.3031, 0.8594

***

Entry 2:
Density functional theory data (wB97M-V/def2-TZVPD) for C20H49N2O13P2S2 as an isolated structure.

HOMO, eV: -5.6
Total charge: -1
Multiplicity: 1
LUMO, eV: 1.6

Geometry (Å):
1 C -2.26 -0.22 -0.77
2 C -1.07 0.06 -1.72
3 O 0.14 -0.24 -1.04
4 C 1.02 -1.04 -1.77
5 S 2.76 -0.65 -1.39
6 O 2.81 -0.20 -0.03
7 O 3.45 -1.91 -1.57
8 N 3.41 0.36 -2.46
9 S 3.09 1.93 -2.16
10 O 4.05 2.52 -1.26
11 O 1.74 2.16 -1.68
12 C 3.17 2.75 -3.76
13 C 2.67 1.94 -4.96
14 C 1.38 1.16 -4.74
15 C 0.09 1.99 -4.95
16 C -1.00 1.02 -5.49
17 N -2.36 1.40 -5.09
18 H -2.59 0.71 -0.32
19 H -1.86 -0.87 0.01
20 H -3.07 -0.71 -1.31
21 H -1.07 1.14 -1.94
22 H -1.19 -0.50 -2.65
23 H 0.86 -1.00 -2.86
24 H 0.86 -2.08 -1.47
25 H 2.66 3.71 -3.65
26 H 4.22 3.00 -3.94
27 H 2.47 2.66 -5.77
28 H 3.48 1.31 -5.35
29 H 1.33 0.63 -3.80
30 H 1.35 0.38 -5.52
31 H 0.23 2.76 -5.72
32 H -0.31 2.37 -4.01
33 H -0.75 0.01 -5.14
34 H -0.95 0.98 -6.59
35 H -2.33 2.09 -4.35
36 H -2.90 0.60 -4.81
37 O -5.63 0.11 -0.19
38 P -6.75 0.16 0.79
39 O -7.58 -1.22 0.52
40 C -6.93 -2.47 0.74
41 C -6.69 -2.74 2.22
42 O -7.74 1.23 0.03
43 C -7.18 2.28 -0.77
44 C -7.41 1.98 -2.24
45 O -7.36 0.49 2.25
46 C -8.70 0.93 2.50
47 C -9.74 -0.17 2.42
48 H -5.99 -2.51 0.19
49 H -7.59 -3.24 0.34
50 H -5.99 -2.00 2.64
51 H -6.26 -3.73 2.37
52 H -7.62 -2.66 2.79
53 H -6.13 2.42 -0.56
54 H -7.70 3.20 -0.49
55 H -7.04 0.99 -2.50
56 H -6.91 2.72 -2.87
57 H -8.48 2.00 -2.47
58 H -8.97 1.77 1.88
59 H -8.69 1.31 3.53
60 H -9.93 -0.46 1.38
61 H -10.68 0.18 2.84
62 H -9.41 -1.06 2.96
63 O 7.84 0.82 3.75
64 P 7.23 -0.44 3.26
65 O 5.76 -0.49 3.93
66 C 4.81 0.54 3.59
67 C 4.32 0.40 2.16
68 O 8.03 -1.52 4.23
69 C 9.36 -1.25 4.66
70 C 9.36 -0.87 6.13
71 O 6.97 -1.55 2.11
72 C 6.82 -2.95 2.32
73 C 5.47 -3.34 2.86
74 H 5.25 1.53 3.75
75 H 3.97 0.44 4.28
76 H 5.13 0.54 1.45
77 H 3.54 1.13 1.94
78 H 3.91 -0.60 1.99
79 H 9.82 -0.46 4.05
80 H 9.94 -2.16 4.50
81 H 8.67 -0.06 6.33
82 H 10.36 -0.56 6.45
83 H 9.05 -1.72 6.73
84 H 7.63 -3.36 2.92
85 H 6.94 -3.40 1.33
86 H 5.36 -3.08 3.91
87 H 5.34 -4.42 2.77
88 H 4.67 -2.85 2.31

Atom charges from the Löwdin analysis, given in e for atoms 1 to 2: -0.0609, -0.2608

***

Entry 3:
Density functional theory data (wB97M-V/def2-TZVPD) for C20H50AlN6O6 as an isolated structure.

HOMO, eV: -4.6
Total charge: -1
Multiplicity: 1
LUMO, eV: 1.6

Geometry (Å):
1 C 2.91 -0.39 -2.44
2 Al 1.34 0.91 -2.49
3 C -0.32 -0.26 -2.70
4 H 2.56 -1.43 -2.55
5 H 3.58 -0.19 -3.28
6 H 3.48 -0.32 -1.51
7 H 1.27 1.69 -1.07
8 H 1.52 1.95 -3.75
9 H -0.51 -0.70 -1.72
10 H -0.05 -1.07 -3.38
11 H -1.21 0.25 -3.07
12 C 2.33 4.30 0.36
13 O 3.23 3.55 0.06
14 N 1.93 4.56 1.63
15 C 0.81 5.42 1.92
16 C 2.65 3.92 2.71
17 H 1.70 4.81 -0.40
18 H 1.11 6.28 2.53
19 H 0.05 4.87 2.46
20 H 0.40 5.78 0.98
21 H 3.71 4.21 2.71
22 H 2.61 2.84 2.62
23 H 2.19 4.22 3.66
24 C -1.60 3.78 4.61
25 O -0.43 3.47 4.53
26 N -2.62 2.93 4.40
27 C -4.01 3.34 4.51
28 C -2.31 1.56 4.03
29 H -1.94 4.80 4.87
30 H -4.53 2.75 5.27
31 H -4.53 3.22 3.56
32 H -4.05 4.39 4.80
33 H -1.71 1.07 4.80
34 H -1.73 1.53 3.10
35 H -3.24 1.02 3.89
36 C -2.34 -5.65 -1.00
37 O -3.51 -5.86 -0.73
38 N -1.90 -4.83 -1.96
39 C -0.49 -4.62 -2.24
40 C -2.88 -4.12 -2.77
41 H -1.51 -6.13 -0.45
42 H -0.24 -3.57 -2.11
43 H -0.27 -4.93 -3.26
44 H 0.11 -5.22 -1.55
45 H -3.51 -3.49 -2.15
46 H -3.53 -4.83 -3.30
47 H -2.35 -3.51 -3.49
48 C -0.25 -5.08 -6.27
49 O -0.44 -5.85 -5.34
50 N 0.90 -4.98 -6.95
51 C 1.07 -4.11 -8.09
52 C 2.03 -5.77 -6.48
53 H -1.04 -4.41 -6.66
54 H 1.34 -4.67 -8.98
55 H 1.84 -3.36 -7.90
56 H 0.13 -3.59 -8.28
57 H 1.79 -6.83 -6.46
58 H 2.29 -5.47 -5.46
59 H 2.89 -5.59 -7.12
60 C 5.35 -3.30 -4.10
61 O 5.02 -3.30 -5.28
62 N 5.99 -2.29 -3.49
63 C 6.29 -2.31 -2.08
64 C 6.35 -1.13 -4.29
65 H 5.12 -4.14 -3.42
66 H 5.79 -1.49 -1.57
67 H 7.37 -2.23 -1.91
68 H 5.94 -3.25 -1.65
69 H 5.46 -0.67 -4.72
70 H 7.02 -1.41 -5.09
71 H 6.83 -0.40 -3.63
72 C -6.17 3.44 7.77
73 O -6.47 3.70 6.62
74 N -5.66 4.33 8.63
75 C -5.32 3.98 9.99
76 C -5.46 5.69 8.17
77 H -6.29 2.43 8.20
78 H -5.89 4.57 10.71
79 H -4.25 4.14 10.18
80 H -5.54 2.92 10.15
81 H -6.40 6.14 7.85
82 H -4.77 5.72 7.33
83 H -5.04 6.28 8.99

Atom charges from the Löwdin analysis, given in e for atoms 1 to 2: -0.2713, 0.1583